Entry 1:
62
Properties=species:S:1:pos:R:3:forces:R:3:nbo_charge:R:1 method="wB97M-V/def2-TZVPD" smiles="O=NO[C@H]1CCS(=O)(=O)OC1.CCN(CC)CC.CCN(CC)CC" lumo_ev=0.2 e_homo_ev=-7.865 e_tot_ha=-1570.33883 orbital_gap_ev=8.0
O 2.950 1.880 4.660 0.17 0.24 0.18 -0.243
N 2.199 1.659 3.807 -0.27 -0.16 -0.02 0.380
O 2.893 1.189 2.666 0.19 -0.16 -0.14 -0.401
C 2.021 0.597 1.703 -0.11 -0.22 -0.05 0.039
C 1.326 -0.687 2.202 -0.03 -0.19 -0.43 -0.441
C -0.182 -0.684 1.927 0.37 -0.06 -0.01 -0.701
S -0.937 0.791 2.557 -0.30 -0.26 0.77 2.391
O -0.703 0.802 3.967 0.06 0.07 -0.10 -0.925
O -2.282 0.904 2.095 0.14 0.12 -0.39 -0.926
O -0.058 1.955 1.910 0.00 -0.31 -0.13 -0.697
C 1.040 1.560 1.068 0.18 0.30 -0.11 -0.108
H 2.705 0.307 0.905 0.13 0.13 0.00 0.226
H 1.737 -1.515 1.623 0.05 -0.12 0.18 0.229
H 1.542 -0.893 3.246 -0.04 0.21 0.10 0.247
H -0.381 -0.808 0.864 -0.18 0.22 -0.02 0.240
H -0.680 -1.498 2.449 -0.09 0.05 0.08 0.270
H 1.555 2.480 0.799 -0.08 0.09 0.08 0.227
H 0.655 1.118 0.147 -0.06 -0.02 -0.02 0.191
C -6.401 0.655 -3.224 -0.01 -0.04 0.00 -0.616
C -5.885 0.767 -1.797 -0.07 -0.03 -0.05 -0.212
N -5.441 2.105 -1.458 0.09 0.04 0.03 -0.455
C -4.665 2.165 -0.229 0.15 -0.03 0.08 -0.204
C -5.355 1.793 1.086 -0.02 0.08 0.06 -0.641
C -6.425 3.156 -1.644 -0.14 0.09 -0.13 -0.214
C -7.767 3.026 -0.911 0.00 0.09 0.02 -0.638
H -5.666 1.042 -3.931 0.00 0.03 0.01 0.209
H -6.593 -0.391 -3.468 -0.01 0.00 0.00 0.210
H -7.336 1.199 -3.367 0.00 0.01 0.00 0.201
H -5.025 0.101 -1.688 0.02 0.03 0.07 0.193
H -6.658 0.387 -1.109 0.01 -0.03 -0.01 0.158
H -4.248 3.172 -0.140 -0.06 0.03 -0.03 0.190
H -3.803 1.504 -0.356 -0.04 -0.04 -0.03 0.191
H -6.055 2.561 1.415 -0.05 -0.03 -0.04 0.195
H -4.602 1.683 1.866 0.02 -0.01 0.00 0.235
H -5.892 0.846 1.012 -0.01 0.00 -0.02 0.199
H -6.632 3.240 -2.715 0.01 -0.06 0.00 0.188
H -5.957 4.105 -1.373 0.05 -0.04 0.07 0.195
H -8.200 2.031 -1.025 0.01 -0.01 -0.01 0.202
H -8.481 3.741 -1.326 0.01 0.00 -0.01 0.209
H -7.679 3.238 0.153 0.01 -0.07 0.02 0.205
C 4.040 -3.751 0.839 -0.09 -0.01 0.01 -0.618
C 4.219 -2.927 -0.428 0.01 -0.09 0.05 -0.213
N 5.065 -1.765 -0.230 -0.07 0.12 -0.02 -0.458
C 4.997 -0.806 -1.319 -0.06 0.12 -0.07 -0.203
C 5.495 -1.242 -2.702 0.02 0.06 -0.01 -0.635
C 6.390 -2.036 0.302 0.13 -0.09 0.16 -0.217
C 7.290 -3.007 -0.472 0.06 0.06 0.01 -0.638
H 3.713 -3.113 1.662 0.04 -0.01 0.03 0.206
H 3.282 -4.518 0.676 0.00 0.00 0.00 0.214
H 4.953 -4.262 1.145 0.03 0.04 -0.03 0.208
H 3.237 -2.560 -0.742 0.02 0.02 -0.06 0.187
H 4.573 -3.587 -1.235 -0.01 0.01 0.00 0.164
H 5.537 0.093 -1.012 0.04 -0.03 0.04 0.195
H 3.949 -0.500 -1.417 -0.02 -0.07 0.01 0.177
H 6.581 -1.312 -2.741 0.00 -0.05 0.01 0.204
H 5.192 -0.506 -3.449 -0.01 0.00 0.01 0.213
H 5.076 -2.203 -3.002 0.00 -0.01 0.01 0.205
H 6.272 -2.419 1.319 -0.06 -0.02 -0.02 0.193
H 6.905 -1.080 0.421 -0.04 0.04 -0.07 0.199
H 6.763 -3.920 -0.751 -0.02 0.00 0.01 0.203
H 8.135 -3.298 0.155 0.00 0.00 0.01 0.215
H 7.700 -2.561 -1.377 -0.05 -0.03 -0.04 0.203



Entry 2:
86
Properties=species:S:1:pos:R:3:forces:R:3:lowdin_charge:R:1 method="wB97M-V/def2-TZVPD" lumo_ev=-5.9 e_homo_ev=-6.893 e_tot_ha=-7839.56347 orbital_gap_ev=1.0 total_charge=+1
C 7.734 -1.621 0.003 -2.86 0.55 -1.24 -0.349
C 7.683 -1.267 -1.575 3.12 -3.27 -0.96 -0.439
O 8.417 -1.982 -2.319 -3.77 3.65 2.45 0.056
O 6.891 -0.181 -2.062 -0.17 -1.86 0.73 -0.081
C 5.456 -0.511 -1.979 0.53 0.07 -0.83 -0.168
C 4.715 0.461 -3.019 -0.46 -0.34 -0.12 -0.142
C 3.315 1.054 -2.508 0.51 -0.81 -0.15 -0.113
C 2.092 -0.011 -2.594 -2.66 0.89 0.68 -0.019
N 2.357 -1.386 -3.035 -2.98 0.17 0.64 0.091
C 1.304 -2.411 -3.186 -3.16 1.46 0.72 0.076
C -0.173 -2.112 -2.876 4.39 2.01 -0.31 -0.009
C -1.219 -3.291 -3.119 0.42 -0.94 -1.32 -0.217
F -2.267 -2.949 -4.065 2.13 -0.50 2.52 0.031
F -0.594 -4.458 -3.704 -1.21 3.15 1.31 0.045
C -1.854 -3.859 -1.712 1.00 -2.18 0.68 -0.281
F -1.184 -3.229 -0.640 -2.41 -1.46 -2.37 0.092
F -1.555 -5.260 -1.587 -1.09 3.96 -0.18 0.089
F -3.276 -3.768 -1.673 3.01 0.26 0.27 0.029
C -0.509 -0.646 -2.344 0.70 -0.91 -0.41 -0.038
C -2.033 -0.332 -2.018 0.04 0.46 -0.66 -0.079
C -2.426 -0.189 -0.454 -0.82 1.06 1.12 -0.554
N -1.310 -0.090 0.504 -0.89 -0.05 -0.30 0.108
N -3.278 1.064 -0.304 0.13 -0.66 -0.41 0.070
N -3.317 -1.318 0.057 -0.27 0.27 -0.70 -0.005
C 0.638 0.455 -2.198 1.52 -4.28 -1.90 0.047
C 0.421 1.935 -1.689 0.33 2.10 -0.42 -0.297
F 0.937 2.916 -2.613 -0.97 -3.16 2.03 -0.081
F -0.913 2.347 -1.433 2.36 -1.58 -0.73 0.031
C 1.233 2.239 -0.295 0.18 -1.44 0.17 -0.127
F 1.562 0.969 0.326 -0.94 3.17 -0.80 -0.007
F 0.380 3.005 0.632 1.07 -4.09 -1.88 -0.242
H 7.939 -0.661 0.613 -1.66 -1.53 -0.94 -0.017
H 6.729 -2.108 0.300 1.14 0.46 -0.22 0.099
H 8.655 -2.324 0.199 -2.60 0.12 -0.69 -0.059
H 5.124 -0.395 -0.890 0.15 -0.26 -1.52 0.134
H 5.373 -1.590 -2.379 -0.23 1.50 1.00 0.116
H 4.490 -0.152 -3.977 0.72 1.24 1.33 0.125
H 5.392 1.354 -3.280 -0.95 -1.57 0.42 0.144
H 3.114 1.988 -3.164 -0.15 -1.66 1.30 0.146
H 3.484 1.344 -1.396 -0.53 -0.40 -1.86 0.115
H 3.307 -1.741 -3.275 -0.81 0.78 0.21 0.121
H 1.597 -3.461 -3.570 -0.23 2.15 0.71 0.153
H -2.775 -1.096 -2.482 1.59 0.91 0.52 0.097
H -2.288 0.669 -2.553 0.42 -1.54 1.09 0.136
H -0.607 -0.833 0.405 -0.41 0.61 -0.14 0.094
H -0.905 0.849 0.573 -0.33 -0.75 -0.36 0.064
H -3.858 1.201 -1.148 0.65 0.16 0.44 0.076
H -3.944 0.939 0.475 0.65 0.04 -0.51 0.039
H -3.542 -1.155 1.062 0.56 -0.09 -0.98 0.088
H -4.212 -1.234 -0.470 4.72 1.31 3.64 -0.174
H 2.227 2.795 -0.484 -1.83 -0.72 0.45 0.163
Br 9.938 -1.016 0.411 5.35 1.70 0.85 0.379
K 1.112 5.018 0.818 0.58 3.04 -0.51 0.900
C 6.105 -2.870 -5.680 -0.80 0.42 0.43 -0.269
O 5.347 -3.312 -4.557 -0.79 0.18 0.89 -0.153
H 5.495 -2.970 -6.578 0.03 -0.13 0.13 0.080
H 6.384 -1.823 -5.545 0.26 -0.07 -0.15 0.070
H 7.019 -3.495 -5.786 -0.38 0.20 0.09 -0.162
H 5.911 -3.214 -3.777 0.08 -0.21 -0.32 0.056
Cl 8.479 -3.442 -6.821 1.43 -0.20 -0.85 -0.116
C -4.433 2.101 3.031 -0.20 -0.12 0.17 -0.037
C -4.470 3.211 3.874 -0.14 -0.12 0.04 -0.022
C -5.446 3.307 4.858 0.07 0.23 0.19 -0.014
C -6.381 2.288 5.007 1.63 0.23 -0.69 -0.254
C -6.345 1.173 4.166 0.31 0.47 0.04 -0.192
C -5.373 1.084 3.176 0.03 0.04 -0.02 -0.060
H -3.672 2.030 2.261 -0.04 0.05 0.10 0.097
H -3.736 4.001 3.761 -0.13 -0.06 0.02 0.125
H -5.478 4.173 5.510 -0.04 -0.12 0.00 0.137
H -7.139 2.363 5.782 3.64 1.84 1.56 -0.052
H -7.078 0.374 4.285 0.37 -0.56 -0.31 0.036
H -5.345 0.221 2.518 -0.04 0.02 0.14 0.098
Ca -8.539 1.677 5.219 -5.50 -1.03 0.41 1.382
Cl 0.187 5.553 -2.548 0.12 0.25 1.10 -0.556
C -8.211 4.396 9.072 1.06 1.89 0.16 -0.435
O -8.649 3.265 8.506 -0.45 -1.60 -1.39 -0.368
H -8.471 5.347 8.569 -0.36 -0.05 -0.32 0.048
H -8.555 4.604 10.103 -0.42 -0.58 0.10 0.068
H -7.116 4.511 9.189 0.26 -0.43 -0.07 0.045
C 0.225 -1.113 3.741 -0.19 0.12 -0.15 -0.156
O -1.033 -1.704 3.454 -0.36 -0.03 -0.05 -0.144
H 0.790 -1.783 4.390 -0.14 0.03 -0.09 0.087
H 0.778 -0.959 2.811 0.23 0.09 0.11 0.063
H 0.074 -0.158 4.250 0.26 0.03 0.05 0.075
H -1.510 -1.090 2.878 0.23 -0.17 0.01 0.028
K -5.393 -1.710 -1.427 -3.56 -1.78 -3.19 1.038



Entry 3:
96
Properties=species:S:1:pos:R:3:forces:R:3:mulliken_spin:R:1 method="wB97M-V/def2-TZVPD" lumo_ev="-2.6 / -2.6" relative_energy_kcal_mol=60.7 e_homo_ev="-7.005 / -7.020" multiplicity=2 e_tot_ha=-8415.35269 orbital_gap_ev="4.4 / 4.5"
Fe -0.027 0.789 -0.271 0.53 -0.05 -0.48 0.010
Cl 2.947 6.427 4.091 0.02 0.04 0.02 0.000
C 2.436 5.194 2.997 -0.01 0.04 0.04 0.002
C 1.160 5.224 2.445 0.09 -0.11 -0.01 -0.003
Cl 0.079 6.504 2.858 -0.04 0.04 0.04 0.000
C 0.750 4.229 1.567 0.09 -0.02 0.04 0.000
Cl -0.843 4.250 0.907 0.01 0.07 0.04 0.000
C 1.602 3.161 1.172 -0.28 -0.11 -0.07 -0.004
O 1.269 2.260 0.328 -0.35 -0.37 0.06 0.055
C 2.884 3.151 1.785 0.07 0.06 0.12 0.001
Cl 3.921 1.832 1.405 -0.01 -0.03 -0.10 -0.003
C 3.291 4.143 2.663 -0.09 -0.05 -0.07 -0.003
Cl 4.864 4.077 3.362 0.05 0.00 0.03 0.000
C -5.802 1.500 -0.360 0.04 -0.18 0.28 0.000
N -4.576 1.028 0.294 -0.17 -0.57 0.50 0.000
C -4.109 -0.188 -0.366 0.02 0.09 -0.31 -0.001
C -3.528 2.076 0.375 -0.02 0.13 0.32 -0.005
C -2.770 2.407 -0.867 0.18 0.11 -0.84 -0.002
C -3.432 3.230 -1.790 -0.03 -0.06 0.19 -0.004
C -2.847 3.600 -2.983 -0.20 0.15 -0.15 0.003
C -1.561 3.171 -3.253 0.24 -0.08 -0.03 0.002
C -0.886 2.393 -2.326 -0.34 0.11 -0.02 -0.072
C -1.450 1.973 -1.108 0.16 -0.20 0.36 -0.013
H -6.563 0.722 -0.281 -0.04 0.02 0.01 0.000
H -5.648 1.715 -1.421 0.07 0.00 -0.01 0.000
H -6.168 2.401 0.135 0.03 -0.04 -0.01 0.000
H -4.793 -0.028 1.897 -0.61 0.85 0.89 0.000
H -4.062 -0.066 -1.451 0.09 -0.06 -0.10 0.000
H -4.791 -1.010 -0.131 -0.04 -0.07 -0.10 0.000
H -3.110 -0.436 -0.027 0.19 -0.05 -0.02 0.001
H -2.805 1.766 1.118 0.17 -0.15 0.29 0.004
H -4.030 2.979 0.746 0.04 -0.13 0.09 0.001
H -4.419 3.612 -1.544 0.01 0.00 -0.03 0.000
H -3.384 4.225 -3.686 0.01 0.04 0.02 0.000
H -1.072 3.459 -4.177 0.01 0.01 0.00 0.001
H 0.134 2.109 -2.558 -0.05 0.01 -0.04 0.099
Se 2.528 1.309 -2.092 0.15 -0.14 -0.04 0.814
C 2.952 0.756 -3.859 -0.15 0.04 0.14 -0.026
C 2.069 -0.040 -4.593 0.07 0.01 -0.03 0.017
C 2.358 -0.395 -5.900 -0.03 -0.02 0.01 -0.048
C 3.533 0.046 -6.496 0.00 0.00 0.00 0.084
C 4.417 0.840 -5.776 0.02 0.01 -0.02 -0.046
C 4.133 1.190 -4.466 0.00 -0.04 0.02 0.068
H 1.153 -0.367 -4.121 -0.04 0.02 -0.02 0.020
H 1.664 -1.009 -6.462 0.00 0.00 0.01 -0.001
H 3.757 -0.225 -7.520 0.00 0.00 0.00 0.006
H 5.330 1.189 -6.242 0.01 -0.01 0.02 -0.002
H 4.817 1.805 -3.896 0.01 0.00 -0.02 0.000
N -4.758 1.372 4.601 0.14 -1.01 0.15 0.000
C -4.273 0.572 3.665 -1.03 0.32 -0.11 0.000
O -5.142 -0.013 2.898 0.70 0.26 -0.82 0.000
C -2.869 0.419 3.389 1.34 0.25 -0.08 0.001
C -1.911 1.408 3.662 -0.71 0.00 -0.01 0.002
C -0.730 1.399 2.940 0.35 0.11 -0.10 0.000
N -0.425 0.445 2.058 -1.08 -0.29 -0.05 -0.006
C -1.236 -0.623 2.019 0.72 -0.09 -0.33 0.000
C -2.464 -0.675 2.638 -0.32 -0.09 0.05 -0.001
H -5.760 1.339 4.732 -0.04 0.25 -0.03 0.000
H -4.189 1.606 5.402 0.03 0.17 -0.10 0.000
H -2.139 2.243 4.313 0.05 0.11 -0.13 0.000
H -0.013 2.208 3.027 -0.09 0.06 -0.03 0.000
H -0.866 -1.453 1.426 -0.02 0.08 -0.13 0.001
H -3.114 -1.529 2.508 0.03 -0.02 -0.13 0.000
C 3.421 -6.231 3.119 0.03 0.06 -0.05 0.002
C 3.131 -4.979 2.334 -0.02 -0.03 0.03 -0.003
C 2.812 -3.791 2.977 0.00 0.01 0.00 0.002
C 2.572 -2.617 2.269 0.00 -0.11 -0.06 -0.018
C 2.299 -1.333 3.002 0.03 -0.03 0.00 0.007
C 2.641 -2.645 0.874 -0.08 0.09 0.07 0.031
C 2.992 -3.822 0.205 -0.03 0.01 -0.01 0.001
C 3.157 -3.848 -1.293 0.12 -0.03 0.12 -0.008
C 3.220 -4.975 0.948 -0.01 0.00 0.01 0.000
C 2.364 -1.387 0.068 0.13 -0.07 -0.24 -0.013
O 3.283 -0.949 -0.623 -0.06 0.17 0.03 0.047
O 1.163 -0.945 0.129 0.00 0.22 0.41 0.002
H 2.989 -6.178 4.119 0.00 -0.02 0.00 0.000
H 4.499 -6.371 3.229 -0.01 -0.02 0.02 0.000
H 3.025 -7.113 2.615 -0.01 -0.01 0.02 0.000
H 2.759 -3.774 4.062 0.01 0.02 0.00 0.000
H 2.321 -1.487 4.081 0.02 -0.01 0.00 0.000
H 1.337 -0.915 2.717 0.06 0.01 -0.01 -0.005
H 3.049 -0.582 2.743 -0.03 0.03 0.03 -0.001
H 2.293 -3.422 -1.803 0.01 0.03 -0.06 0.003
H 3.312 -4.868 -1.646 -0.04 0.00 0.00 -0.001
H 4.015 -3.241 -1.581 -0.03 0.02 -0.05 0.000
H 3.490 -5.893 0.434 -0.02 0.01 -0.02 0.000
C -0.471 -3.286 -1.078 0.13 0.13 -0.01 0.000
S -0.067 -1.844 -2.088 -0.21 -0.45 -0.12 -0.011
C -1.000 -2.384 -3.538 0.12 0.12 0.17 0.000
O -0.937 -0.719 -1.576 -0.10 0.40 0.64 0.006
H -0.084 -4.178 -1.570 -0.01 -0.02 0.01 0.000
H -1.554 -3.341 -0.961 -0.01 0.03 -0.06 0.000
H 0.024 -3.154 -0.118 0.03 0.01 -0.02 0.000
H -0.564 -3.300 -3.934 0.03 0.01 0.01 0.000
H -0.941 -1.590 -4.280 0.01 0.01 0.02 0.000
H -2.036 -2.535 -3.238 -0.01 -0.01 -0.03 0.000



Entry 4:
20
Properties=species:S:1:pos:R:3:forces:R:3:nbo_charge:R:1 method="wB97M-V/def2-TZVPD" smiles=NCCO.O.O.O lumo_ev=0.3 relative_energy_kcal_mol=26.4 e_homo_ev=-9.941 e_tot_ha=-439.68074 orbital_gap_ev=10.3
N 0.730 1.279 -2.436 0.70 -0.26 -0.01 -0.852
C 1.110 1.261 -1.002 -0.38 0.06 -0.32 -0.261
C -0.089 1.272 -0.035 0.72 0.15 0.68 -0.064
O -1.292 1.794 -0.524 -0.44 0.00 -0.45 -0.732
H 0.899 0.346 -2.813 -0.53 -0.02 0.14 0.361
H 1.472 1.787 -2.912 -0.35 0.34 -0.02 0.360
H 1.676 2.165 -0.786 0.24 -0.09 -0.16 0.189
H 1.710 0.373 -0.801 0.22 0.20 0.30 0.199
H 0.218 1.901 0.810 -0.05 -0.16 0.04 0.175
H -0.201 0.278 0.423 -0.42 -0.01 -0.32 0.134
H -1.207 2.029 -1.461 0.32 -0.31 0.16 0.490
O 0.351 -0.501 3.153 0.25 -0.04 -0.43 -0.969
H 0.129 -0.358 4.077 -0.21 -0.33 -0.15 0.471
H -0.103 -1.295 2.818 -0.03 0.41 0.62 0.494
O -1.725 -1.998 1.825 -0.15 -0.05 -0.35 -0.964
H -2.568 -2.474 1.759 0.39 0.38 -0.09 0.485
H -1.720 -1.296 1.152 -0.29 -0.32 0.37 0.484
O 0.625 -2.158 -1.157 -1.49 -0.08 0.18 -0.930
H 0.041 -2.936 -1.057 0.78 0.13 -0.10 0.470
H -0.057 -1.470 -1.031 0.70 0.03 -0.11 0.460



Entry 5:
16
Properties=species:S:1:pos:R:3:forces:R:3:nbo_charge:R:1 method="wB97M-V/def2-TZVPD" smiles=CCCSS.O lumo_ev=0.3 relative_energy_kcal_mol=26.3 e_homo_ev=-8.274 e_tot_ha=-991.86970 orbital_gap_ev=8.6
C 0.309 -2.500 1.224 -0.62 -1.64 -0.17 -0.640
C 1.003 -1.171 1.264 0.46 1.88 -0.15 -0.412
C 0.999 -0.613 -0.224 -0.13 -0.52 0.48 -0.521
S 1.985 0.866 -0.598 0.07 -0.14 0.42 0.100
S 0.546 2.359 -0.898 -0.49 0.23 -0.02 -0.178
H -0.761 -2.406 0.978 0.44 0.35 -0.93 0.212
H 0.131 -3.255 2.015 1.16 1.06 0.69 0.233
H 0.891 -3.061 0.488 -0.69 -0.32 -0.34 0.205
H 0.453 -0.412 1.818 -0.28 -0.05 0.19 0.204
H 2.001 -1.082 1.728 -0.19 -0.75 -0.45 0.216
H 1.279 -1.360 -1.000 -0.29 0.29 0.74 0.224
H -0.028 -0.290 -0.369 -0.08 -0.35 -0.48 0.218
H -0.611 1.742 -0.534 0.61 -0.02 0.07 0.138
O -2.828 3.934 -1.667 -0.13 0.26 0.52 -0.942
H -3.415 3.665 -2.373 0.10 -0.16 -0.24 0.472
H -1.955 3.586 -1.851 0.06 -0.10 -0.33 0.469